1.
C33H44BF2HfN3O3SiTe | the ωB97M-V functional and the def2-TZVPD basis

Cartesian coordinates (Å):
Hf  0.517  0.467  -0.057
C  1.176  -0.839  4.501
C  1.221  -1.030  3.013
N  0.843  -0.121  2.177
N  0.543  1.129  2.779
C  1.031  2.131  2.098
O  1.528  2.004  0.891
C  1.026  3.459  2.767
C  1.069  4.621  2.003
C  1.064  5.863  2.617
C  1.035  5.955  4.002
C  1.010  4.798  4.772
C  1.006  3.555  4.158
C  1.787  -2.329  2.542
C  1.839  -3.430  3.395
C  2.487  -4.581  2.973
C  3.072  -4.592  1.721
C  2.958  -3.451  0.936
N  2.324  -2.354  1.328
H  0.911  0.177  4.746
H  0.427  -1.508  4.934
H  2.143  -1.087  4.939
H  1.088  4.547  0.924
H  1.075  6.763  2.012
H  1.038  6.927  4.479
H  0.995  4.865  5.854
H  0.984  2.649  4.748
H  1.375  -3.393  4.372
H  2.541  -5.448  3.621
H  3.603  -5.458  1.349
H  3.404  -3.416  -0.054
C  3.797  -0.014  -2.706
C  2.767  -0.683  -1.855
O  2.331  -1.796  -2.292
O  2.456  -0.173  -0.752
H  3.448  0.005  -3.739
H  4.721  -0.596  -2.673
H  3.983  0.991  -2.341
F  0.262  0.268  -1.949
B  1.019  -2.614  -2.317
F  0.378  -2.254  -3.482
C  1.456  -4.154  -2.251
Te  -0.481  -2.232  -0.584
C  -0.160  -4.233  0.183
C  -0.454  -5.165  -0.948
C  -1.512  -6.066  -0.844
C  -1.809  -6.941  -1.878
C  -1.050  -6.906  -3.039
C  -0.001  -6.004  -3.151
C  0.318  -5.128  -2.118
H  2.161  -4.310  -1.422
H  2.003  -4.357  -3.175
H  -0.834  -4.388  1.021
H  0.871  -4.290  0.530
H  -2.109  -6.077  0.062
H  -2.632  -7.640  -1.778
H  -1.275  -7.578  -3.860
H  0.584  -5.971  -4.065
C  -2.095  3.300  1.048
Si  -1.536  2.201  -0.410
C  -3.216  1.423  -0.982
C  -4.243  2.510  -1.324
C  -3.767  0.592  0.186
C  -3.055  0.472  -2.180
C  -0.869  3.458  -1.808
C  -1.435  4.862  -1.575
C  -1.238  3.006  -3.227
C  0.663  3.599  -1.806
H  -2.354  4.316  0.736
H  -1.346  3.377  1.833
H  -2.984  2.863  1.510
H  -4.382  3.205  -0.488
H  -5.219  2.052  -1.541
H  -3.953  3.093  -2.200
H  -4.033  1.210  1.049
H  -3.050  -0.168  0.519
H  -4.679  0.068  -0.136
H  -2.771  0.996  -3.092
H  -4.003  -0.050  -2.375
H  -2.300  -0.292  -1.995
H  -2.530  4.861  -1.547
H  -1.119  5.529  -2.389
H  -1.075  5.292  -0.635
H  -2.316  2.987  -3.392
H  -0.836  2.014  -3.454
H  -0.810  3.713  -3.953
H  1.048  3.998  -0.872
H  0.966  4.288  -2.606
H  1.176  2.658  -2.009

Summary:
E_HOMO	-7.6	eV
Kohn-Sham gap	6.71	eV
total charge	0
E_tot	-2504.230006	a.u.



2.
C2H5OPr | the ωB97M-V functional and the def2-TZVPD basis

Cartesian coordinates (Å):
C  -0.311  -0.494  -0.071
C  0.440  0.727  -0.659
H  -0.421  -0.941  -1.085
H  -0.978  -1.388  0.000
H  0.664  0.566  -1.728
H  1.460  0.864  -0.270
Pr  -1.222  -0.129  2.955
O  0.527  -0.853  1.568
H  -0.159  1.648  -0.709

Summary:
E_HOMO (spin up / spin down)	-11.5 / -12.2	eV
spin multiplicity	4
Kohn-Sham gap (spin up / spin down)	6.54 / 7.16	eV
total charge	+1
E_tot	-670.941918	a.u.